{
  "formula": "C43H39AsN5O3PbS2",
  "method": "ωB97M-V with the def2-TZVPD basis set",
  "lumo_energy_ha": -0.10645,
  "gap_ev": 6.9740,
  "total_charge": 1,
  "largest_force_ev_per_a": 0.93,
  "total_energy_ev": -146569.925,
  "homo_ha": -0.36274,
  "elements": ["Pb", "S", "C", "C", "C", "C", "C", "C", "N", "C", "C", "C", "C", "C", "C", "C", "C", "N", "C", "C", "C", "C", "C", "S", "C", "H", "H", "H", "H", "H", "H", "H", "H", "H", "H", "H", "H", "C", "O", "C", "O", "N", "N", "H", "H", "H", "H", "H", "H", "N", "C", "O", "C", "C", "H", "H", "H", "H", "H", "H", "C", "C", "C", "C", "C", "C", "As", "C", "C", "C", "C", "C", "C", "C", "C", "C", "C", "C", "C", "H", "H", "H", "H", "H", "H", "H", "H", "H", "H", "H", "H", "H", "H", "H"],
  "xyz": [[0.46, 0.41, -0.90], [-0.07, -2.65, 4.26], [-0.15, -3.24, 5.86], [0.12, -2.27, 6.78], [0.39, -1.02, 6.18], [0.33, -1.05, 4.82], [0.58, 0.04, 3.88], [0.36, -0.13, 2.50], [0.64, 0.78, 1.59], [1.19, 1.95, 1.98], [1.37, 2.25, 3.34], [1.90, 3.53, 3.72], [2.26, 4.44, 2.79], [2.15, 4.14, 1.39], [2.55, 5.04, 0.40], [2.46, 4.70, -0.94], [1.99, 3.40, -1.23], [1.57, 2.56, -0.31], [1.63, 2.90, 0.99], [2.82, 5.61, -2.02], [2.76, 5.38, -3.37], [3.16, 6.49, -4.15], [3.52, 7.55, -3.38], [3.37, 7.22, -1.71], [1.06, 1.27, 4.29], [-0.40, -4.28, 6.04], [0.11, -2.45, 7.85], [0.63, -0.14, 6.75], [-0.07, -1.06, 2.14], [2.00, 3.74, 4.78], [2.66, 5.40, 3.08], [2.94, 6.01, 0.69], [1.97, 3.04, -2.25], [2.44, 4.44, -3.81], [3.18, 6.49, -5.23], [3.87, 8.52, -3.71], [1.23, 1.48, 5.33], [6.45, -2.38, -0.71], [5.59, -1.28, -0.45], [4.26, -1.44, -0.43], [3.54, -0.50, -0.18], [3.79, -2.68, -0.71], [2.42, -2.96, -0.59], [7.46, -1.99, -0.70], [6.25, -2.82, -1.69], [6.37, -3.14, 0.07], [4.37, -3.50, -0.71], [2.06, -2.44, 0.20], [1.95, -2.61, -1.42], [-0.90, 2.17, -4.94], [-0.59, 1.81, -3.68], [0.16, 0.85, -3.47], [-1.15, 2.67, -2.57], [-1.36, 1.88, -1.27], [-0.54, 1.62, -5.70], [-1.55, 2.91, -5.14], [-2.07, 3.15, -2.91], [-0.42, 3.47, -2.41], [-2.27, 1.29, -1.36], [-1.52, 2.58, -0.45], [-2.06, -5.37, 2.55], [-1.01, -5.26, 1.65], [-0.94, -4.17, 0.80], [-1.92, -3.18, 0.84], [-2.96, -3.29, 1.76], [-3.03, -4.39, 2.60], [-1.74, -1.69, -0.42], [-3.43, -0.76, -0.15], [-3.54, 0.02, 1.00], [-4.67, 0.80, 1.22], [-5.68, 0.82, 0.27], [-5.57, 0.06, -0.88], [-4.45, -0.73, -1.10], [-2.07, -2.68, -2.07], [-3.05, -3.67, -2.15], [-3.25, -4.35, -3.34], [-2.48, -4.05, -4.45], [-1.51, -3.07, -4.38], [-1.30, -2.38, -3.19], [-2.12, -6.23, 3.21], [-0.25, -6.03, 1.60], [-0.13, -4.10, 0.08], [-3.73, -2.53, 1.80], [-3.86, -4.47, 3.30], [-2.73, 0.02, 1.73], [-4.75, 1.39, 2.12], [-6.56, 1.44, 0.43], [-6.36, 0.09, -1.63], [-4.36, -1.30, -2.01], [-3.64, -3.91, -1.27], [-4.02, -5.12, -3.39], [-2.64, -4.59, -5.38], [-0.91, -2.84, -5.25], [-0.55, -1.60, -3.14]],
  "lowdin_charge": [1.204, 1.067, -0.390, -0.170, -0.113, -0.472, -0.180, -0.094, 0.017, -0.141, -0.120, -0.005, -0.003, -0.119, 0.045, -0.179, -0.061, 0.013, -0.142, -0.478, -0.117, -0.174, -0.399, 1.067, 0.069, 0.072, 0.109, 0.111, 0.072, 0.123, 0.123, 0.109, 0.118, 0.107, 0.108, 0.073, 0.126, -0.059, -0.006, -0.585, 0.015, -0.002, 0.045, 0.098, 0.098, 0.097, 0.119, 0.063, 0.064, 0.188, -0.544, -0.124, -0.214, -0.305, 0.119, 0.111, 0.114, 0.102, 0.017, 0.044, -0.092, -0.086, -0.128, -0.398, -0.106, -0.085, 1.258, -0.415, -0.140, -0.075, -0.077, -0.072, -0.095, -0.393, -0.107, -0.070, -0.075, -0.076, -0.116, 0.107, 0.109, 0.089, 0.095, 0.109, 0.099, 0.107, 0.106, 0.107, 0.097, 0.111, 0.109, 0.107, 0.107, 0.060]
}